16 unconnected molecules or ions with the total composition C52H144N24O22 at a distorted geometry. Source: the Open Molecules 2025 dataset; level of theory: ωB97M-V with the def2-TZVPD basis set.

XYZ file:
```
242
Properties=species:S:1:pos:R:3:forces:R:3
C 10.526820 -16.139494 18.266144 1.44 -0.82 1.03
O 10.825947 -15.149738 18.900914 -0.82 0.44 0.28
N 9.394466 -16.887864 18.349622 -0.31 1.16 0.07
N 11.528346 -16.778099 17.464585 -2.20 0.22 -1.48
H 8.740183 -16.682512 19.103002 0.39 -0.14 -0.14
H 9.596652 -17.838048 18.162715 -0.29 -0.92 -0.11
H 11.152602 -16.652286 16.502354 0.65 -0.70 0.52
H 12.315765 -16.184762 17.522493 1.13 0.65 0.08
C 7.439136 -14.261997 23.356825 -1.07 0.70 0.33
O 7.393604 -13.116635 23.771046 0.20 1.08 -0.18
N 7.020027 -14.600453 22.094125 0.15 -0.33 0.13
N 7.709437 -15.261218 24.227790 0.42 -0.59 -0.76
H 6.921229 -13.835307 21.445932 0.24 -0.02 0.09
H 7.375311 -15.473549 21.737030 0.03 -0.20 -0.42
H 7.468307 -16.196827 23.926355 -0.21 -0.14 0.71
H 7.579818 -14.951374 25.175006 0.14 -0.50 0.30
C 0.814760 -18.504989 20.761758 0.52 0.06 0.53
O 0.055310 -18.072148 21.628731 -0.31 -0.71 -0.50
N 0.997753 -19.884233 20.501050 0.81 2.35 -0.58
N 1.608439 -17.599963 20.080697 -0.73 0.39 0.18
H 1.962652 -20.083353 20.207418 -0.68 -0.19 0.03
H 0.576156 -20.435428 21.225319 0.07 -0.60 0.30
H 2.187987 -17.874608 19.314577 0.13 -0.32 -0.37
H 1.307357 -16.605493 20.100895 0.28 -1.23 0.06
C 5.616351 -20.726783 31.669618 -1.17 -2.31 1.64
O 6.696089 -21.233953 31.525867 0.72 -0.01 -0.48
N 5.131787 -19.618878 31.114122 1.04 2.57 -1.70
N 4.635615 -21.267402 32.481349 1.03 -2.15 0.98
H 4.640716 -19.047738 31.775356 -0.35 0.32 0.02
H 5.930448 -19.134453 30.716533 -0.35 0.46 -0.29
H 4.749125 -22.271190 32.644568 0.10 0.69 0.12
H 3.694869 -21.028993 32.324432 -1.02 0.43 -0.38
C 6.078494 -25.014727 25.703058 -0.99 -0.54 0.20
O 6.189659 -24.953547 26.915125 0.45 0.35 0.30
N 5.904906 -23.957147 24.894146 0.54 0.47 0.63
N 5.945981 -26.247133 25.087129 0.36 -0.03 -0.62
H 5.487954 -24.125662 24.006660 -0.20 0.34 -0.40
H 5.886278 -23.057994 25.386423 -0.13 0.18 -0.80
H 6.218973 -26.927687 25.760993 0.15 -0.78 0.14
H 6.387219 -26.361091 24.177460 -0.18 0.03 0.34
C 9.279728 -17.158483 22.255945 -1.20 1.44 0.98
O 8.483631 -17.132601 21.298083 0.88 -0.89 0.44
N 10.187010 -16.059255 22.312864 -0.58 -2.08 0.10
N 9.053598 -18.138689 23.321355 0.09 1.80 -2.67
H 10.330610 -15.632019 21.371633 -0.03 -0.25 1.42
H 10.683477 -15.761851 23.168668 -0.42 -0.48 -1.15
H 8.044959 -18.412589 23.285333 1.18 0.39 0.18
H 9.331231 -17.820153 24.230739 0.16 0.05 0.30
C 5.072916 -17.808794 24.228420 -1.14 0.35 -0.63
O 6.296973 -17.904133 24.243748 0.20 -0.08 0.32
N 4.414534 -17.042189 23.249176 -0.83 -0.47 0.10
N 4.238853 -18.442442 25.113054 0.12 0.50 -0.82
H 3.425054 -17.223620 23.053241 0.48 0.05 0.66
H 4.703605 -16.140401 22.885889 0.84 -0.53 0.25
H 4.584121 -19.159573 25.743484 -0.11 0.16 -0.15
H 3.240203 -18.210723 25.078895 0.51 -0.26 -0.04
C 1.468663 -16.292602 25.145357 -1.38 -0.34 1.86
O 1.717074 -17.211129 24.403486 0.35 -1.35 -1.13
N 1.938050 -15.051205 24.964576 0.63 0.28 -0.19
N 0.701263 -16.491125 26.291427 -0.83 -0.99 -0.34
H 2.777866 -15.060996 24.402190 -0.10 0.47 -0.01
H 1.938568 -14.466196 25.776867 0.04 0.49 0.22
H 0.043756 -17.293149 26.277581 1.10 0.45 -0.25
H 0.250673 -15.704754 26.709928 0.13 0.77 0.19
C 2.904753 -20.317150 27.632002 1.32 1.07 0.40
O 4.310168 -20.469870 27.408632 -0.49 1.31 -1.16
C 4.873824 -21.695301 27.707375 1.11 -1.35 -0.08
C 6.436209 -21.617710 27.443835 -1.90 0.30 0.40
N 6.551344 -21.291904 26.015224 0.85 0.18 0.06
C 7.958179 -21.440361 25.518118 -1.08 -0.29 0.79
C 8.896912 -20.312387 25.994941 0.40 -1.03 0.43
O 9.365962 -20.434527 27.356051 -0.61 0.14 -0.87
C 10.217496 -21.536057 27.544781 0.77 0.14 0.32
H 2.664676 -19.347958 27.126467 -0.26 -0.86 0.72
H 2.796073 -20.286200 28.725110 -0.47 0.31 -0.13
H 2.288016 -21.116978 27.257877 0.04 -0.43 -0.47
H 4.468620 -22.492808 27.025194 0.21 0.48 0.63
H 4.605197 -21.922296 28.744918 0.36 -0.40 0.11
H 6.884418 -22.584407 27.677968 -0.15 -0.08 -0.24
H 6.913191 -20.879726 28.103378 -0.18 0.00 -0.08
H 6.220851 -20.320993 25.920259 0.45 -0.61 -0.28
H 7.942488 -21.512812 24.412695 0.05 0.26 0.48
H 8.245660 -22.458968 25.899221 0.21 0.99 -0.43
H 8.377229 -19.347952 25.957569 0.14 -0.10 -0.19
H 9.773135 -20.364460 25.328327 -0.05 0.49 0.07
H 9.657516 -22.444013 27.813533 0.14 0.02 -0.40
H 10.867322 -21.307500 28.421105 -0.34 -0.06 -0.69
H 10.854878 -21.667161 26.630912 -0.38 -0.24 0.77
C 5.566991 -20.607095 21.858145 0.75 0.01 -0.34
O 6.114564 -20.831191 20.558351 -0.44 1.26 -0.36
C 6.312252 -19.551163 19.881021 -0.89 -0.52 0.98
C 4.943255 -18.857969 19.546607 0.78 -0.40 1.57
N 4.039463 -19.806433 18.944689 -0.74 -0.07 -1.59
C 4.309526 -20.060948 17.499854 -0.44 -0.28 -0.23
C 3.321751 -21.175125 16.990781 -0.31 0.76 -0.65
O 3.421691 -21.457468 15.589423 0.34 1.26 0.13
C 2.626999 -20.540385 14.852579 -1.37 -1.45 -0.82
H 4.505154 -20.340898 21.833612 -0.01 -0.11 0.02
H 6.122548 -19.775019 22.341353 -0.31 -0.49 0.07
H 5.734190 -21.557033 22.358346 -0.22 0.13 0.47
H 6.862516 -19.837997 18.987309 0.12 0.38 -0.06
H 6.880020 -18.930877 20.587803 0.22 0.16 -0.57
H 5.144247 -17.986608 18.941039 -0.12 0.22 -0.51
H 4.443713 -18.464036 20.474557 0.70 -0.33 -0.58
H 4.284246 -20.704333 19.340825 -0.17 -0.19 0.58
H 5.304189 -20.505657 17.444084 0.26 0.20 -0.55
H 4.285831 -19.112607 16.869497 -0.21 -1.17 0.89
H 2.267285 -20.896776 17.185377 0.45 0.01 0.31
H 3.514060 -22.142658 17.436543 0.22 0.00 0.59
H 1.566974 -20.910803 14.900807 0.59 0.66 0.18
H 2.857076 -20.573181 13.790002 0.48 -0.31 -0.02
H 2.678776 -19.498478 15.113922 0.20 0.42 0.71
C 1.424930 -14.745222 21.872502 -0.50 -1.05 -0.68
O 1.940953 -14.571971 20.572981 -1.10 0.33 -1.42
C 3.270718 -14.942203 20.454551 1.37 0.80 0.31
C 3.930178 -14.393030 19.146343 0.55 -1.67 1.24
N 3.365484 -15.007196 17.981872 0.99 -0.01 -1.20
C 3.781360 -14.426753 16.666007 -1.14 -1.47 0.33
C 2.522350 -14.447049 15.772964 0.82 -0.11 -0.70
O 1.462633 -13.746175 16.404756 0.43 0.12 -0.96
C 1.702433 -12.339901 16.432317 0.24 -0.30 -0.06
H 0.343092 -14.816467 21.796111 -0.13 -0.08 -0.10
H 1.635322 -13.930021 22.532755 0.68 0.43 0.45
H 1.788816 -15.725206 22.176338 -0.12 0.00 0.90
H 3.433466 -16.054536 20.557318 -0.23 0.88 -0.34
H 3.745488 -14.470931 21.336769 0.62 -0.19 -0.39
H 4.975029 -14.713625 19.266757 0.08 -0.05 -0.18
H 3.995423 -13.331015 19.027194 -0.43 1.08 0.54
H 2.374391 -14.965453 18.048302 -0.87 0.24 -0.05
H 4.626678 -14.998918 16.248116 -0.43 0.03 -0.02
H 4.103171 -13.398444 16.660885 0.27 0.65 0.69
H 2.181651 -15.444684 15.497889 -0.17 -0.22 0.71
H 2.785498 -14.047339 14.770070 -0.19 0.44 0.48
H 2.395353 -12.094431 17.253398 -0.42 0.17 -0.11
H 0.722107 -11.892598 16.550145 0.06 0.29 0.27
H 2.153034 -11.960332 15.491861 -0.24 -0.34 0.28
C 5.585436 -10.591270 28.253931 0.39 0.96 0.61
O 5.141508 -11.800162 27.760240 -0.25 -0.99 -0.73
C 5.930041 -12.299021 26.696140 0.32 0.22 -0.77
C 5.454364 -13.695106 26.354594 -0.70 -0.16 0.84
N 5.854004 -14.670576 27.382280 0.33 -0.33 -0.91
C 5.322222 -16.052256 27.173960 0.36 1.74 -1.48
C 5.968741 -17.057655 28.049124 0.28 -0.72 0.50
O 7.331150 -17.218288 27.663886 -0.50 -0.09 -0.22
C 8.166702 -17.784667 28.664157 -0.12 1.71 0.86
H 6.370751 -10.761896 28.998606 -0.09 0.15 0.22
H 4.707715 -10.112889 28.694484 0.30 0.18 0.19
H 6.033296 -9.905435 27.512877 -0.37 -0.33 -0.16
H 7.011783 -12.307693 26.936869 -0.42 -0.03 0.13
H 5.819606 -11.622879 25.809724 0.12 -0.49 0.62
H 5.857013 -13.979935 25.409243 0.21 -0.14 -0.71
H 4.346218 -13.649946 26.257370 0.22 0.01 -0.13
H 5.451703 -14.305789 28.222065 -0.02 -0.01 0.86
H 5.475898 -16.376829 26.119783 0.18 0.51 0.65
H 4.250514 -15.983697 27.281514 -0.64 -0.61 0.28
H 5.377995 -17.995733 27.975867 0.47 0.11 0.04
H 5.952647 -16.741154 29.098878 -0.10 0.09 0.09
H 9.170073 -17.389737 28.466760 -0.17 -0.73 -0.02
H 8.108714 -18.853112 28.711030 0.06 -0.64 -0.05
H 7.896997 -17.322330 29.648222 0.05 -0.47 -0.41
C 4.201985 -12.228571 23.392288 1.10 1.71 -0.76
O 2.928365 -12.365511 23.931536 -0.30 -0.84 -0.40
C 2.640512 -11.311261 24.816491 -0.34 0.48 -1.29
C 1.206645 -11.504294 25.247604 0.88 0.54 1.30
N 1.002567 -10.646015 26.464757 -0.55 -1.17 -0.93
C 1.371140 -11.274817 27.742044 -0.24 0.43 -1.04
C 0.601735 -12.475290 28.248918 0.36 -1.07 -0.26
O 1.103539 -13.768288 27.756649 -0.62 1.05 0.02
C 2.165685 -14.205939 28.565737 0.74 0.60 -0.30
H 4.885648 -11.939803 24.196833 0.24 -0.27 -0.26
H 4.229553 -11.350292 22.668675 -0.03 -0.94 0.50
H 4.618605 -13.110203 22.879010 -0.64 0.08 0.34
H 2.692608 -10.335295 24.290398 0.23 -0.28 0.14
H 3.397585 -11.300865 25.578356 0.15 0.02 0.95
H 1.084824 -12.590423 25.407024 -0.55 0.51 -0.04
H 0.612289 -11.114109 24.420677 -0.39 -0.35 0.26
H 0.017401 -10.395818 26.483539 0.16 0.07 0.21
H 1.340759 -10.444036 28.432533 -0.13 -0.04 0.68
H 2.398472 -11.594983 27.703326 0.70 0.08 -0.19
H -0.449993 -12.503439 27.970729 -0.10 0.36 0.24
H 0.776831 -12.488402 29.327643 -0.61 -0.05 0.15
H 2.549648 -15.116375 28.108916 -0.12 -0.21 0.36
H 1.834107 -14.324870 29.607996 0.20 -0.26 -0.20
H 2.974657 -13.448515 28.516214 -0.09 -0.39 0.32
C 10.880853 -14.027136 30.292899 -0.20 -0.18 0.11
O 9.635585 -14.044615 29.616602 0.30 -0.05 0.14
C 9.733169 -13.491360 28.329284 -0.01 1.00 -0.23
C 10.533154 -14.361870 27.394993 0.31 -0.76 -0.55
N 9.988034 -15.715543 27.281009 0.17 0.73 0.25
C 10.650747 -16.496067 26.310244 1.47 -1.93 -1.20
C 12.046843 -17.111526 26.776941 -1.14 -0.68 -0.66
O 11.872269 -18.091404 27.788018 0.22 -0.18 -0.74
C 12.063971 -17.623991 29.091067 -0.28 0.45 0.08
H 11.751038 -13.878563 29.682668 0.29 -0.09 -0.96
H 11.033157 -14.989900 30.766770 -0.14 0.02 0.48
H 10.947921 -13.184774 30.963053 -0.36 0.15 0.78
H 10.241365 -12.497819 28.398084 -0.33 -0.41 -0.17
H 8.704578 -13.307729 27.950205 0.56 -0.35 0.27
H 11.581813 -14.464183 27.739808 -0.49 0.11 0.02
H 10.632654 -13.899589 26.397229 -0.27 0.22 0.11
H 8.980964 -15.779333 27.190573 -0.09 0.35 0.02
H 10.900130 -16.008548 25.340710 -0.12 0.58 0.25
H 9.993663 -17.336667 25.953679 0.58 0.45 0.91
H 12.750341 -16.368345 27.145437 -0.03 0.45 -0.10
H 12.538274 -17.621190 25.898865 -0.60 0.46 0.71
H 12.913360 -16.947914 29.149781 0.55 -0.01 0.02
H 12.236678 -18.488529 29.733033 -0.21 0.17 0.07
H 11.214190 -17.005471 29.393224 -0.21 -0.30 0.35
C 1.419893 -20.842279 23.993661 -1.95 0.55 2.64
C -0.136130 -20.956108 24.050029 0.44 1.13 1.94
C -0.683454 -19.766906 24.946826 1.52 0.00 -1.82
O -0.202716 -19.704216 26.262703 -0.53 -0.18 0.64
C -0.575347 -20.778299 27.143054 1.94 0.22 0.12
N -0.715362 -20.903087 22.764818 -1.85 -1.03 -1.80
H 1.720612 -21.086330 25.058759 0.45 -0.09 -1.49
H 1.647376 -19.793597 23.855335 0.25 0.31 -0.26
H 1.793758 -21.419195 23.192414 0.73 -0.94 -0.45
H -0.454032 -21.876369 24.547640 0.27 -0.25 -0.23
H -1.748099 -19.681790 24.889952 -1.02 -0.38 0.15
H -0.296278 -18.880217 24.392659 -0.15 -0.22 0.67
H 0.278459 -21.500030 27.129114 -0.84 0.14 0.08
H -1.495584 -21.309778 26.960050 -0.47 0.12 -0.58
H -0.617377 -20.359431 28.152931 -0.04 0.00 -0.15
H -1.569799 -21.496998 22.684244 1.06 0.97 0.03
H -0.884817 -19.978235 22.359776 0.02 -0.08 0.56
C 10.691580 -25.094842 21.016713 0.88 -0.78 0.05
C 10.946652 -24.425641 19.668650 -0.03 0.63 0.14
C 10.913396 -22.927360 19.766550 0.23 0.85 -0.01
O 9.702249 -22.570535 20.370754 -0.24 0.98 0.69
C 9.753868 -21.244133 20.898512 -2.01 -0.13 0.35
N 12.186394 -24.837204 19.035813 -0.32 -0.85 -0.17
H 11.336848 -24.769730 21.855600 -0.08 0.13 -0.58
H 10.870114 -26.157197 20.875723 0.24 -0.25 0.03
H 9.679284 -25.050395 21.369218 -0.57 0.54 -0.09
H 10.117970 -24.654779 19.007963 -0.17 -0.47 -0.18
H 10.988680 -22.486867 18.745799 -0.07 -0.11 0.32
H 11.775567 -22.503857 20.332464 -0.27 -0.45 -0.05
H 8.694987 -20.888559 21.114386 1.20 -0.62 -0.37
H 10.170498 -20.594418 20.155638 0.39 0.66 -0.40
H 10.304179 -21.155106 21.840424 0.24 -0.27 -0.12
H 12.303637 -24.438408 18.106072 0.09 0.00 0.48
H 12.959382 -24.628939 19.640569 0.47 0.19 -0.07
```
Positions in Å, forces in eV/Å.

Results
Total energy (eV): -137065.0928
F_max (hartree/bohr): 0.065
Gap between HOMO and LUMO (Eh): 0.324

Here are the Löwdin charges for atoms 1 to 4, given in e: C -0.655; O 0.034; N 0.165; N 0.106